(1)
C35H54CsGe2N3O11P2S | wB97M-V/def2-TZVPD

The geometry in ORCA input format:
```
! RIJCOSX wB97M-V def2-TZVPD def2/J DEFGRID3
* xyz -2 1
Cs 0.4443 0.4953 1.0084
O 1.1583 1.3788 -3.2222
C 0.1662 1.2486 -2.2654
O -0.0812 0.1247 -1.7896
C -0.4637 2.4652 -1.8930
C -0.2862 3.6770 -2.6257
C -0.9487 4.8039 -2.2442
C -1.7590 4.7803 -1.0795
C -1.7804 3.5859 -0.3649
N -1.2157 2.4523 -0.7324
C -2.3452 3.6187 1.0316
O -3.6141 4.0650 1.1578
O -1.6943 3.3303 2.0022
H 1.9172 0.8798 -2.8734
H 0.3630 3.6706 -3.4901
H -0.8381 5.7196 -2.8150
H -2.2664 5.6573 -0.7047
H -4.1082 3.6531 0.4179
N 4.4875 2.7303 2.0550
C 4.7523 1.5703 1.1062
C 6.2325 1.4857 0.7721
P 3.6569 2.0103 -0.3431
O 4.6007 3.2447 -0.8986
O 3.5466 0.9845 -1.4067
O 2.4741 2.6123 0.3540
P 4.1270 0.0888 2.1026
O 5.4792 -0.7875 2.3661
O 3.1952 -0.7321 1.2980
O 3.7750 0.7379 3.4114
H 3.6027 3.1553 1.6966
H 5.2488 3.3984 2.0902
H 4.2601 2.2469 2.9670
H 6.5718 2.4063 0.2938
H 6.3870 0.6687 0.0675
H 6.8313 1.2714 1.6588
H 4.4087 3.3708 -1.8346
H 5.4353 -1.5604 1.7890
C 0.4394 -4.8660 1.1608
C 1.0899 -3.5138 0.8716
Ge 1.5008 -3.2542 -1.0374
C 3.2769 -2.4868 -1.3674
C 4.3764 -3.1238 -0.5203
C 1.1765 -4.9097 -2.0909
C 0.1036 -4.6809 -2.8716
Ge -0.3629 -2.7421 -2.4969
C -2.0623 -2.4604 -1.5290
C -3.0258 -3.6396 -1.4348
C -0.4071 -1.8214 -4.2345
C -1.2996 -2.5397 -5.2475
C -0.3936 -5.6766 -3.8454
C -1.7566 -5.9372 -3.9995
C -2.2110 -6.8736 -4.9148
C -1.3128 -7.5646 -5.7179
C 0.0455 -7.3074 -5.5892
C 0.4970 -6.3766 -4.6654
H 0.1797 -4.9510 2.2186
H 1.0913 -5.7033 0.8936
H -0.4880 -4.9876 0.5953
H 2.0065 -3.3798 1.4497
H 0.4004 -2.7284 1.2128
H 3.2262 -1.4177 -1.1654
H 3.4896 -2.6067 -2.4341
H 4.1542 -2.9807 0.5381
H 5.3520 -2.6683 -0.7272
H 4.4699 -4.1994 -0.7017
H 1.6786 -5.8810 -2.1023
H -2.5372 -1.5897 -1.9868
H -1.7576 -2.1556 -0.5237
H -3.5059 -3.8456 -2.3959
H -3.8238 -3.4558 -0.7068
H -2.5141 -4.5509 -1.1158
H 0.6114 -1.7204 -4.6139
H -0.7668 -0.8153 -4.0394
H -0.9110 -3.5268 -5.5060
H -1.3955 -1.9666 -6.1751
H -2.3105 -2.6865 -4.8531
H -2.4632 -5.3942 -3.3847
H -3.2746 -7.0606 -5.0067
H -1.6682 -8.2880 -6.4417
H 0.7580 -7.8296 -6.2174
H 1.5560 -6.1658 -4.5778
C -6.4727 -0.4065 -0.0789
C -5.3018 -0.4358 -1.0442
S -3.9220 0.6344 -0.5380
O -4.6191 1.9245 -0.1797
C -3.5144 -0.2441 1.0278
C -3.9063 0.5381 2.2660
H -7.3437 -0.8954 -0.5187
H -6.7311 0.6271 0.1521
H -6.2351 -0.9170 0.8548
H -5.5886 -0.0488 -2.0245
H -4.8871 -1.4362 -1.1836
H -2.4530 -0.4880 1.0417
H -4.0316 -1.2043 0.9792
H -3.4139 1.5083 2.3015
H -3.5837 -0.0342 3.1374
H -4.9807 0.7127 2.3223
N -1.1185 -1.7622 2.5808
C -1.8529 -2.6505 3.1938
C -2.8445 -3.4412 2.5084
C -3.6223 -4.3733 3.1590
C -3.4894 -4.6008 4.5303
C -2.5364 -3.8573 5.2332
C -1.7464 -2.9207 4.6061
H -2.9435 -3.2878 1.4393
H -4.3492 -4.9473 2.5928
H -4.1044 -5.3372 5.0348
H -2.4172 -4.0241 6.2992
H -1.0080 -2.3498 5.1586
*
```

Summary:
- LUMO energy (spin up / spin down) (eV) = 3.61 / 3.61
- HOMO-LUMO gap (spin up / spin down) (eV) = 5.16 / 3.81
- molecular weight (g/mol) = 1065.0
- electronic energy (eV) = -207162.5253
- HOMO energy (spin up / spin down) (eV) = -1.5518 / -0.1969


(2)
C35H55BeN2O2P2 | wB97M-V/def2-TZVPD

The geometry in ORCA input format:
```
! RIJCOSX wB97M-V def2-TZVPD def2/J DEFGRID3
* xyz 1 1
C 1.2222 2.4065 -1.2064
C -1.1646 2.4598 -1.5256
C 1.4144 3.5391 -1.9914
C -0.9900 3.6815 -2.2724
C 0.2649 4.1962 -2.5095
H 2.4229 3.9214 -2.1684
H -1.8831 4.1676 -2.6762
H 0.3797 5.1115 -3.1011
N -0.0175 1.8925 -0.9429
P 1.8448 1.1401 1.1409
P -2.4105 0.1286 -0.8593
C 2.3994 1.7124 -0.5485
H 2.6684 0.7996 -1.1072
H 3.2848 2.3675 -0.5321
C -2.4046 1.8222 -1.3997
H -3.2593 2.2588 -1.9280
C -2.3736 -0.9506 -2.4737
C -4.0824 -0.1925 0.0124
C 3.1981 -0.0279 1.8215
C 1.8242 2.7979 2.1229
C -1.9252 -2.3867 -2.1289
H -2.7395 -2.9616 -1.6607
H -1.6295 -2.9187 -3.0539
H -1.0721 -2.3945 -1.4340
C -3.6966 -1.0059 -3.2603
H -4.4845 -1.5674 -2.7329
H -4.0727 0.0054 -3.4918
H -3.5152 -1.5206 -4.2240
C -1.3453 -0.2490 -3.3933
H -1.0375 -0.9451 -4.1969
H -1.7903 0.6463 -3.8564
H -0.4474 0.0827 -2.8537
C -4.3103 -1.7061 0.1853
H -3.4396 -2.1867 0.6650
H -5.1890 -1.8682 0.8374
H -4.5103 -2.2156 -0.7708
C -4.0282 0.4483 1.4089
H -3.3365 -0.0918 2.0716
H -3.7212 1.5057 1.3566
H -5.0370 0.4028 1.8609
C -5.2517 0.4678 -0.7487
H -5.3833 0.0816 -1.7686
H -6.1887 0.2755 -0.1925
H -5.1138 1.5608 -0.8017
C 1.6310 2.5024 3.6245
H 1.4506 3.4567 4.1529
H 0.7651 1.8484 3.8109
H 2.5292 2.0436 4.0697
C 0.6544 3.6772 1.6153
H 0.8427 4.0530 0.5982
H -0.3123 3.1595 1.6160
H 0.5751 4.5494 2.2906
C 3.1087 3.6313 1.9204
H 2.9997 4.5707 2.4937
H 4.0192 3.1304 2.2768
H 3.2482 3.9142 0.8637
C 3.3900 -1.1509 0.7805
H 3.7805 -0.7782 -0.1818
H 4.1234 -1.8752 1.1803
H 2.4440 -1.6843 0.6010
C 2.6576 -0.6877 3.1097
H 1.6783 -1.1591 2.9288
H 3.3660 -1.4740 3.4309
H 2.5515 0.0279 3.9381
C 4.5571 0.6423 2.0901
H 4.9353 1.1868 1.2075
H 4.5133 1.3390 2.9422
H 5.2970 -0.1400 2.3433
Be -0.2924 0.1632 0.4188
C -1.1256 1.0329 1.9359
O -1.5415 1.4957 2.9312
N 0.7587 -0.8552 -1.0550
C 1.3787 -1.3954 -1.8958
C 2.1021 -2.0097 -2.9488
C 2.8314 -3.2044 -2.7254
C 2.0914 -1.4175 -4.2383
C 3.5350 -3.7905 -3.7802
H 2.8330 -3.6559 -1.7295
C 2.8026 -2.0187 -5.2792
H 1.5208 -0.4989 -4.4028
C 3.5244 -3.2027 -5.0557
H 4.0964 -4.7141 -3.6067
H 2.7920 -1.5617 -6.2739
H 4.0782 -3.6688 -5.8770
C -0.9506 -3.1355 3.9197
C -1.9903 -2.1208 3.9527
C -1.8627 -1.6939 2.4639
O -0.5812 -1.5998 1.8230
C -0.0027 -2.3599 2.9849
H -0.5646 -3.3350 4.9508
H -1.3322 -4.0636 3.4647
H -1.6847 -1.3609 4.7586
H -3.0081 -2.4397 4.2920
H -2.3787 -2.5970 2.1054
H -1.9468 -0.7823 2.9479
H 0.2090 -1.6325 3.8330
H 0.8300 -3.0517 2.7107
*
```

Summary:
- LUMO energy (eV) = -2.76
- HOMO-LUMO gap (eV) = 5.92
- molecular weight (g/mol) = 606.8
- electronic energy (eV) = -63232.0165
- HOMO energy (eV) = -8.6793


(3)
C35H55BrCl19N3OS | wB97M-V/def2-TZVPD

The geometry in ORCA input format:
```
! RIJCOSX wB97M-V def2-TZVPD def2/J DEFGRID3
* xyz 0 1
C 3.1784 2.7147 4.4906
C 3.1319 3.7845 3.3524
C 3.9095 3.1922 2.1318
C 2.9608 2.2313 1.3571
O 3.7116 1.2262 0.6785
N 3.4772 -0.0573 1.2542
C 4.7439 -0.7266 1.3265
C 5.4058 -1.1819 0.1959
C 6.6311 -1.8235 0.2581
C 7.2224 -2.0339 1.4988
C 6.5542 -1.5950 2.6209
Cl 7.2748 -1.9031 4.2005
C 5.3288 -0.9325 2.5813
N 4.7026 -0.5249 3.7842
C 3.9082 -1.5889 4.4626
C 3.4498 -2.7498 3.5641
S 4.5535 -0.9165 -1.3593
C 2.8727 -1.2666 -0.8316
C 1.9727 -1.9953 -1.6349
C 2.4163 -2.4950 -2.9990
C 2.1090 -1.5305 -4.1849
C 0.8119 -0.7275 -4.0167
Br 3.6212 -0.3343 -4.5907
C 0.7110 -2.2710 -1.1593
C 0.3728 -1.7859 0.1852
C 1.2666 -1.0592 0.9508
C 0.8508 -0.5917 2.3954
C -0.3859 0.3659 2.4434
C -1.3793 0.0915 3.6357
C -2.7091 -0.5679 3.1409
C -2.5857 -2.1127 3.2828
N -3.1398 -2.9102 2.1595
C 2.5464 -0.7940 0.4434
H 4.2297 2.4002 4.5613
H 2.8055 3.1087 5.4408
H 2.6047 1.8451 4.1344
H 3.5903 4.7226 3.6897
H 2.1013 3.9318 2.9906
H 4.7464 2.5648 2.4762
H 4.2894 3.9884 1.4774
H 2.1982 1.8099 2.0239
H 2.4765 2.8469 0.5794
H 7.0559 -2.1530 -0.6904
H 8.1693 -2.5658 1.5571
H 4.0777 0.2353 3.5408
H 4.4465 -1.9365 5.3566
H 2.9897 -1.0927 4.8190
H 4.2605 -3.4410 3.2930
H 2.9894 -2.3814 2.6354
H 2.6504 -3.2993 4.0943
H 1.9413 -3.4600 -3.2437
H 3.4984 -2.6910 -3.0207
H 2.0004 -2.1634 -5.0727
H -0.0245 -1.4322 -3.9000
H 0.6473 -0.1207 -4.9170
H 0.9099 -0.0462 -3.1621
H -0.0457 -2.8719 -1.7303
H -0.6078 -1.9817 0.6253
H 0.5421 -1.5207 2.9074
H 1.7322 -0.2072 2.9181
H -0.0185 1.3924 2.5928
H -0.9192 0.2357 1.5193
H -1.6396 1.0803 4.0405
H -0.9200 -0.5176 4.4268
H -3.5389 -0.2381 3.7840
H -2.9613 -0.2656 2.1120
H -1.5233 -2.3680 3.4051
H -3.1352 -2.4040 4.1906
H -2.3615 -3.4584 1.8126
H -3.4798 -2.3155 1.4131
Cl -0.9900 0.3674 -0.6647
C -1.9800 1.5668 -1.5046
Cl -3.6871 1.4269 -1.0427
H -1.6253 2.5579 -1.2478
H -1.8962 1.4089 -2.5758
Cl -2.7137 6.0013 1.2637
C -3.2440 5.1371 -0.1823
Cl -2.0232 5.2064 -1.4651
H -3.4220 4.0977 0.0739
H -4.1593 5.5920 -0.5470
Cl -8.1473 -0.2596 -0.8114
C -6.8168 -1.2041 -1.4891
Cl -5.6722 -1.7094 -0.2403
H -7.2239 -2.0883 -1.9676
H -6.2923 -0.5943 -2.2169
Cl -3.6577 3.5554 -5.0894
C -5.2659 2.9234 -4.7185
Cl -5.1763 1.3346 -3.9430
H -5.7657 3.6107 -4.0466
H -5.8292 2.8317 -5.6406
Cl -2.4391 -3.2569 -1.0068
C -3.0293 -4.1001 -2.4413
Cl -1.8485 -4.0542 -3.7570
H -3.2248 -5.1346 -2.1812
H -3.9439 -3.6220 -2.7759
Cl -6.7547 6.3628 -4.7506
C -8.3597 5.7272 -4.3761
Cl -8.2631 4.1391 -3.6021
H -8.8605 6.4138 -3.7025
H -8.9238 5.6329 -5.2975
Cl -4.6114 9.0416 -3.1449
C -3.1336 8.0703 -3.1701
Cl -2.8536 7.3533 -4.7609
H -2.2923 8.7068 -2.9190
H -3.2278 7.2717 -2.4434
Cl 0.4997 -3.9121 -6.5485
C 1.8106 -4.8516 -7.2733
Cl 2.9913 -5.3557 -6.0593
H 1.3897 -5.7343 -7.7418
H 2.3106 -4.2378 -8.0144
Cl 1.0324 -5.3021 3.5635
C 0.5992 -5.8605 5.1825
Cl 0.3827 -4.5058 6.2982
H -0.3293 -6.4175 5.1236
H 1.3930 -6.4981 5.5557
*
```

Summary:
- LUMO energy (eV) = 0.22
- SMILES string = CCCCON1c2c(ccc(Cl)c2NCC)Sc2c(C[C@@H](C)Br)ccc(CCCCCN)c21.ClCCl.ClCCl.ClCCl.ClCCl.ClCCl.ClCCl.ClCCl.ClCCl.ClCCl
- HOMO-LUMO gap (eV) = 8.09
- molecular weight (g/mol) = 1319.4
- electronic energy (eV) = -362507.1933
- HOMO energy (eV) = -7.8652


(4)
C35H55F6Ge2N6O4PSY | wB97M-V/def2-TZVPD

The geometry in ORCA input format:
```
! RIJCOSX wB97M-V def2-TZVPD def2/J DEFGRID3
* xyz -2 2
Y 0.9003 -0.0724 -0.1245
C 2.2693 2.0168 2.1007
N 0.2366 0.0203 4.6504
C 1.2677 -0.7534 6.5782
C 0.4946 -2.0653 6.5376
N -0.4160 -2.0935 5.4113
C -1.3446 -3.1950 5.4499
C -0.2544 -1.1866 4.3396
N -0.5797 -1.3697 3.0890
C -1.1674 -2.6029 2.6622
C -1.7660 -2.5044 1.2560
N -0.8278 -2.6129 0.1505
C -0.7976 -3.6263 -0.6137
N -1.6015 -4.7825 -0.6955
C -2.9586 -4.9166 -0.2161
C -1.3494 -5.4186 -1.9738
C 0.0721 -4.9849 -2.2929
N 0.1923 -3.7430 -1.5669
C 1.5204 -3.2421 -1.2507
H 2.3790 2.5780 3.0323
H 0.6028 1.2719 2.5388
H 2.7785 2.5288 1.2909
H 1.4860 -0.4518 7.6050
H 2.2028 -0.8337 6.0140
H -0.1029 -2.1544 7.4557
H 1.1905 -2.9204 6.5010
H -1.4488 -3.5130 6.4902
H -1.0151 -4.0649 4.8686
H -2.3293 -2.8870 5.0997
H -2.0239 -2.8712 3.2926
H -0.4552 -3.4459 2.6774
H -2.2373 -1.5219 1.1922
H -2.5451 -3.2696 1.2076
H -2.9797 -4.9069 0.8718
H -3.3275 -5.8908 -0.5426
H -3.6310 -4.1377 -0.5957
H -2.0514 -5.0613 -2.7428
H -1.4526 -6.5038 -1.8879
H 0.2330 -4.8311 -3.3627
H 0.8000 -5.7317 -1.9435
H 2.2347 -3.9027 -1.7638
H 1.6845 -3.3427 -0.1701
H 1.1337 -1.6988 -2.6599
O 0.4669 0.2626 6.0294
S 3.0719 0.3883 2.4295
O 5.0896 2.1755 2.6302
O 2.3870 -0.5700 1.4558
O 0.9339 1.7862 1.7464
C 0.5459 2.9845 -4.5895
C 1.2138 2.0120 -3.6215
Ge 1.0405 2.3127 -1.5908
C 2.0691 4.0550 -1.2939
C 1.6382 5.3401 -1.9984
C -0.8063 3.0819 -1.6676
C -1.9706 2.5184 -1.2976
Ge -1.8669 0.7462 -0.2886
C -2.3005 1.3638 1.6443
C -3.6377 1.2041 2.3679
C -3.4957 -0.2575 -1.1118
C -4.9224 -0.1731 -0.5722
C -3.2235 3.2364 -1.6024
C -3.3801 3.9818 -2.7802
C -4.5576 4.6551 -3.0616
C -5.6330 4.5916 -2.1853
C -5.5049 3.8459 -1.0210
C -4.3205 3.1870 -0.7383
H 0.7423 2.7061 -5.6317
H 0.9079 4.0011 -4.4433
H -0.5351 2.9858 -4.4422
H 2.2860 1.9628 -3.8376
H 0.8106 1.0093 -3.8062
H 3.1079 3.8548 -1.5556
H 2.0484 4.2363 -0.2150
H 1.7377 5.2440 -3.0794
H 2.2621 6.1821 -1.6785
H 0.6020 5.5923 -1.7683
H -0.8667 4.0823 -2.1104
H -1.9897 2.4115 1.6910
H -1.5649 0.7990 2.2226
H -4.4235 1.8389 1.9543
H -3.5265 1.4717 3.4248
H -3.9857 0.1697 2.3310
H -3.1984 -1.3134 -1.1058
H -3.4988 0.0547 -2.1611
H -4.9645 -0.4877 0.4714
H -5.5983 -0.8233 -1.1419
H -5.3053 0.8429 -0.6416
H -2.5613 4.0352 -3.4862
H -4.6437 5.2350 -3.9747
H -6.5578 5.1101 -2.4120
H -6.3417 3.7804 -0.3331
H -4.2110 2.6212 0.1748
F 3.9120 1.0815 -0.2906
P 5.3326 1.8670 -0.3548
F 6.7666 2.6044 -0.2990
F 4.6543 3.2022 0.1539
F 5.1573 2.1922 -1.8908
F 5.6491 1.4642 1.4224
F 6.0866 0.4884 -0.5787
C 1.7232 -1.7993 -1.7348
C 3.1480 -1.6064 -2.0732
C 3.5515 -0.9413 -3.2416
C 4.8821 -0.8714 -3.6138
C 5.8647 -1.4901 -2.8541
C 5.4933 -2.1316 -1.6815
C 4.1667 -2.1872 -1.2960
H 2.7988 -0.4829 -3.8732
H 5.1550 -0.3563 -4.5284
H 6.9060 -1.4317 -3.1461
H 6.2541 -2.5849 -1.0565
H 3.9129 -2.6526 -0.3515
*
```

Summary:
- expectation value of S² = 0.754
- LUMO energy (spin up / spin down) (eV) = 3.92 / 3.29
- HOMO-LUMO gap (spin up / spin down) (eV) = 5.92 / 5.17
- molecular weight (g/mol) = 1035.0
- electronic energy (eV) = -204819.9212
- HOMO energy (spin up / spin down) (eV) = -2.0004 / -1.8804


Question: The lowest electronic energy belongs to which entry?
Answer: C35H55BrCl19N3OS


Question: Among the records above, which one has the highest molecular weight?
Answer: C35H55BrCl19N3OS